[1]
The following is a DFT calculation (wB97M-V/def2-TZVPD) of a molecular structure, C34H56N2O2P3Pd.

Results
Spin multiplicity: 3
Orbital gap (alpha / beta) in eV: 5.8 / 5.7
E_tot in hartree: -2740.9066
Charge: +1

Geometry (Å):
C -1.2567 -1.5232 -2.5997
C 0.7742 -2.5405 -1.8995
C -1.4370 -2.4724 -3.6107
C 0.5461 -3.5987 -2.8268
C -0.5367 -3.5405 -3.6844
H -2.2871 -2.3668 -4.2795
H 1.2680 -4.4123 -2.8406
H -0.6974 -4.3242 -4.4207
N -0.1860 -1.5617 -1.8105
P -2.4425 -0.0650 -0.5420
P 2.3222 -0.9141 -0.2853
C -2.2829 -0.4155 -2.3575
H -1.9520 0.5065 -2.8583
H -3.2496 -0.6903 -2.7932
C 1.9390 -2.4270 -1.1054
H 2.5832 -3.3008 -1.0384
C 3.4598 0.0594 -1.4856
C 3.3571 -1.3841 1.2337
C -3.3255 1.6159 -0.3800
C -3.6083 -1.4901 -0.0321
C 3.4980 1.5366 -1.0495
H 3.9946 1.6730 -0.0813
H 4.0599 2.1170 -1.7989
H 2.4891 1.9533 -0.9803
C 4.8896 -0.5044 -1.5378
H 5.4495 -0.3624 -0.6062
H 4.8873 -1.5665 -1.8137
H 5.4492 0.0296 -2.3234
C 2.9095 -0.0434 -2.9122
H 3.5334 0.5754 -3.5780
H 2.9375 -1.0752 -3.2804
H 1.8862 0.3266 -2.9839
C 3.9978 -0.1013 1.7987
H 3.2400 0.6813 1.9519
H 4.4494 -0.3304 2.7760
H 4.7950 0.2913 1.1570
C 2.4364 -1.9681 2.3105
H 1.6689 -1.2527 2.6224
H 1.9463 -2.8884 1.9721
H 3.0442 -2.2163 3.1940
C 4.4152 -2.4521 0.9260
H 5.1783 -2.1324 0.2145
H 4.9358 -2.6903 1.8651
H 3.9579 -3.3732 0.5516
C -4.0689 -1.2623 1.4188
H -4.6276 -2.1547 1.7419
H -3.2218 -1.1436 2.1073
H -4.7469 -0.4050 1.5209
C -2.8457 -2.8244 -0.0992
H -2.5982 -3.0978 -1.1316
H -1.9273 -2.8195 0.4980
H -3.5047 -3.6082 0.3067
C -4.8491 -1.6534 -0.9302
H -5.4507 -2.4767 -0.5153
H -5.4972 -0.7745 -0.9566
H -4.5888 -1.9268 -1.9588
C -2.6371 2.6914 -1.2272
H -2.6303 2.4378 -2.2931
H -3.2052 3.6279 -1.1181
H -1.6120 2.8795 -0.9030
C -3.2680 2.0469 1.0939
H -2.2368 2.1553 1.4541
H -3.7644 3.0235 1.1921
H -3.7875 1.3559 1.7674
C -4.7784 1.5296 -0.8618
H -4.8470 1.1160 -1.8770
H -5.4248 0.9637 -0.1806
H -5.1893 2.5492 -0.9101
Pd 0.0178 -0.0881 -0.1327
C -0.4398 -0.7672 1.6075
O -0.8160 -1.3858 2.5164
N 0.2234 1.4086 -1.4848
C 0.3239 2.0235 -2.4854
C 0.4972 2.8528 -3.6175
C 0.3003 4.2431 -3.4979
C 0.8756 2.2917 -4.8571
C 0.4755 5.0601 -4.6115
H 0.0187 4.6557 -2.5264
C 1.0737 3.1241 -5.9545
H 1.0074 1.2098 -4.9334
C 0.8678 4.5044 -5.8373
H 0.3070 6.1344 -4.5222
H 1.3879 2.6912 -6.9068
H 1.0120 5.1496 -6.7044
C 0.8659 3.1363 4.2950
P 0.1210 1.5471 3.9170
C 0.7817 0.2925 5.0224
C -1.6114 1.7849 4.3689
O 0.2772 1.0960 2.4706
H 0.3790 3.9048 3.6833
H 1.9360 3.1235 4.0604
H 0.7182 3.3735 5.3600
H 0.5144 0.5577 6.0553
H 0.3367 -0.6794 4.7660
H 1.8742 0.2365 4.9185
H -1.9382 2.7655 3.9982
H -2.2180 0.9939 3.9111
H -1.7131 1.7445 5.4631

And the Löwdin charges, in e, turn out to be: -0.336 -0.326 -0.014 -0.002 -0.044 0.120 0.118 0.116 0.031 1.100 1.059 -0.251 0.070 0.075 -0.155 0.082 -0.648 -0.667 -0.668 -0.654 -0.089 0.062 0.095 0.048 -0.099 0.064 0.086 0.094 -0.101 0.097 0.085 0.030 -0.089 0.078 0.093 0.059 -0.105 0.029 0.091 0.096 -0.091 0.053 0.095 0.072 -0.091 0.095 0.062 0.067 -0.083 0.072 0.068 0.097 -0.089 0.096 0.053 0.074 -0.110 0.075 0.095 0.057 -0.097 0.065 0.096 0.059 -0.097 0.086 0.070 0.092 0.499 -0.318 0.045 0.065 -0.132 -0.210 -0.015 -0.022 -0.058 0.124 -0.059 0.116 -0.053 0.115 0.115 0.114 -0.176 0.561 -0.168 -0.171 -0.461 0.060 0.058 0.065 0.059 0.053 0.059 0.057 0.047 0.061

---

[2]
The following is a DFT calculation (wB97M-V/def2-TZVPD) of a molecular structure, C31H45CaCl5GeN4OS2SeSi2.

Results
Orbital gap in eV: 4.9
ΔE to the lowest compared entry with this formula, charge and spin in kcal per mole: 26.23
E_tot in hartree: -10334.8610
Charge: -2

Geometry (Å):
Ca -0.6632 1.0513 -1.3250
C 0.3591 -1.0714 -5.3875
C 0.2440 -0.7152 -3.9356
N -0.8748 -0.6864 -3.2917
N -1.9430 -1.1545 -3.9744
C -3.1225 -1.0205 -3.3849
N -4.1151 -1.6798 -4.0895
S -3.6040 -0.1447 -2.0077
C 1.4939 -0.5035 -3.1692
C 2.7279 -0.7221 -3.7695
C 3.8795 -0.6804 -3.0004
C 3.7802 -0.4215 -1.6489
C 2.5188 -0.1754 -1.1319
N 1.4026 -0.1913 -1.8656
H -0.6366 -1.1990 -5.7946
H 0.9140 -2.0052 -5.5271
H 0.8807 -0.2768 -5.9312
H -3.7830 -2.4345 -4.6686
H -4.9429 -1.8588 -3.5476
H 2.7821 -0.9435 -4.8256
H 4.8443 -0.8704 -3.4550
H 4.6425 -0.4274 -0.9973
H 2.3887 -0.0114 -0.0709
C -1.5567 2.7615 2.4386
Si -2.2305 1.7502 0.9392
C -3.3780 3.0792 0.1476
C -3.5062 0.6623 1.9209
C -4.5663 1.3629 2.5239
C -5.5831 0.7385 3.2287
C -5.5957 -0.6483 3.3168
C -4.5585 -1.3677 2.7455
C -3.4872 -0.7447 2.0756
Si -2.1169 -1.9745 1.5795
C -1.9764 -3.0795 3.1237
C -2.8610 -3.1404 0.2865
H -2.3749 3.2465 2.9902
H -0.8670 3.5404 2.0965
H -1.0208 2.1150 3.1474
H -3.9661 3.6502 0.8782
H -4.0728 2.6213 -0.5658
H -2.7644 3.7979 -0.4085
H -4.5960 2.4451 2.4335
H -6.3668 1.3255 3.6973
H -6.3960 -1.1651 3.8365
H -4.5857 -2.4507 2.8179
H -2.9129 -3.5357 3.4612
H -1.5594 -2.4969 3.9543
H -1.2618 -3.8815 2.9053
H -2.5760 -4.1783 0.4965
H -2.5486 -2.8947 -0.7327
H -3.9519 -3.0542 0.3177
C 2.4850 -4.3576 3.3284
Ge 3.4659 -2.6647 3.0837
C 2.8227 -1.5037 4.5476
C 5.3390 -3.1107 3.6064
C 3.1125 -1.8255 1.4250
Se 0.2294 -1.5709 1.3636
C 0.3444 -2.7876 -0.1741
H 2.5820 -4.7187 4.3576
H 2.8387 -5.1410 2.6503
H 1.4252 -4.1776 3.1205
H 2.7853 -2.0394 5.5020
H 1.8120 -1.1647 4.2985
H 3.4577 -0.6202 4.6714
H 5.3923 -3.4309 4.6564
H 5.9834 -2.2354 3.4782
H 5.7314 -3.9180 2.9788
H 3.4998 -2.4109 0.5748
H 3.6207 -0.8415 1.4101
H 0.1038 -3.8027 0.1386
H 1.3754 -2.7445 -0.5152
H -0.3290 -2.4684 -0.9641
C 1.7551 1.9465 1.8742
S 1.7780 2.7330 0.2573
C 3.3995 3.4736 0.4469
O 0.8041 3.8715 0.2993
H 1.6170 2.7364 2.6153
H 2.6902 1.4014 2.0321
H 0.9208 1.2474 1.8993
H 4.1658 2.7107 0.2791
H 3.4722 3.8933 1.4506
H 3.4718 4.2492 -0.3139
Cl 2.8461 2.8367 -2.9668
C 1.3015 3.5962 -3.3808
C 0.1260 2.9237 -3.0841
C -1.0107 3.5771 -3.5443
Cl -2.5433 2.7568 -3.3106
C -1.0169 4.8140 -4.1880
Cl -2.4979 5.5658 -4.6894
C 0.1956 5.4527 -4.4294
Cl 0.2380 6.9948 -5.2176
C 1.3750 4.8237 -4.0400
Cl 2.8986 5.5877 -4.3795

And the Löwdin charges, in e, turn out to be: 0.918 -0.051 -0.296 -0.029 -0.055 -0.937 0.020 0.497 -0.251 -0.040 -0.077 -0.074 -0.206 0.013 0.053 0.079 0.082 0.068 0.048 0.095 0.102 0.102 0.033 -0.277 0.448 -0.297 -0.298 -0.127 -0.114 -0.120 -0.139 -0.280 0.384 -0.263 -0.218 0.007 -0.010 0.008 0.001 -0.009 0.000 0.073 0.086 0.085 0.077 0.009 0.026 0.007 0.025 -0.005 0.024 -0.242 0.628 -0.245 -0.272 -0.440 0.673 -0.437 0.002 0.002 -0.013 0.000 -0.005 0.001 -0.008 -0.009 -0.008 -0.069 -0.080 0.018 -0.005 -0.010 -0.262 0.721 -0.267 -0.541 0.064 0.052 -0.008 0.054 0.053 0.037 0.649 -0.682 -0.216 -0.701 0.641 -0.708 0.628 -0.716 0.621 -0.712 0.611

---

[3]
The following is a DFT calculation (wB97M-V/def2-TZVPD) of 3 unconnected molecules or ions with the total composition C24H48N2O5S.

Results
Spin multiplicity: 3
Orbital gap (alpha / beta) in eV: 9.4 / 8.5
E_tot in hartree: -1826.9309

Geometry (Å):
C -0.5290 3.5006 -0.2945
C -1.1196 4.6771 0.6338
O -2.5612 4.4608 0.8157
C -3.2926 5.1084 -0.2090
O -2.8025 5.3666 -1.3429
O -4.6216 5.5427 0.0207
C -5.5587 4.4076 -0.0585
S -7.2522 5.1407 0.0903
C -8.5142 4.1132 -0.8037
C -9.7497 3.8895 0.2392
H -0.6475 2.5088 0.2803
H 0.5744 3.6662 -0.5744
H -1.0955 3.4412 -1.2958
H -0.8809 5.7256 0.2473
H -0.5656 4.5815 1.6423
H -5.4041 3.7743 -0.9989
H -5.2919 3.7155 0.8288
H -8.1234 3.1405 -1.2458
H -8.9450 4.7419 -1.6553
H -9.5579 4.4837 1.1991
H -9.7460 2.7876 0.5298
H -10.7405 4.2487 -0.1932
C -1.2635 -2.3682 -2.2573
C -0.9624 -0.8606 -2.4650
C -1.2689 -0.4570 -3.9260
C -0.2274 -0.9470 -4.9283
C 1.1735 -0.5317 -4.4966
C 1.5118 -0.9637 -3.0541
N 0.4513 -0.5766 -2.0746
O 0.5630 0.7594 -1.8534
C 1.7369 -2.4936 -3.0128
C 2.8999 -0.3815 -2.6822
C -1.9900 -0.1389 -1.5547
H -1.1548 -2.9527 -3.1726
H -0.6183 -2.8046 -1.4901
H -2.2888 -2.5365 -1.9171
H -1.3307 0.6351 -4.0045
H -2.2533 -0.8376 -4.2204
H -0.2882 -2.0322 -5.0471
H -0.4447 -0.5213 -5.9130
H 1.9031 -0.9556 -5.1951
H 1.2605 0.5572 -4.5908
H 1.8983 -2.8394 -1.9869
H 2.6219 -2.7719 -3.5914
H 0.9161 -3.0685 -3.4394
H 2.9406 0.7053 -2.7846
H 3.6767 -0.7829 -3.3377
H 3.1714 -0.6398 -1.6529
H -1.8179 -0.3783 -0.5001
H -3.0099 -0.4475 -1.8019
H -1.9664 0.9478 -1.6688
C 4.9966 -1.4404 4.4352
C 3.7247 -2.3284 4.4121
C 4.0661 -3.7252 3.8430
C 4.2724 -3.7367 2.3303
C 3.0857 -3.0978 1.6192
C 2.7571 -1.6852 2.1469
N 2.6499 -1.6392 3.6368
O 1.4609 -2.2001 3.9818
C 3.8375 -0.6895 1.6633
C 1.4659 -1.1899 1.4460
C 3.3602 -2.5091 5.9086
H 5.7197 -1.7147 3.6651
H 4.7496 -0.3822 4.3159
H 5.5310 -1.5176 5.3859
H 3.2618 -4.4308 4.0830
H 4.9670 -4.1169 4.3284
H 5.2016 -3.2253 2.0648
H 4.3866 -4.7704 1.9886
H 3.2927 -3.0570 0.5440
H 2.2138 -3.7525 1.7358
H 3.6745 0.3047 2.0900
H 3.8091 -0.5836 0.5755
H 4.8549 -0.9981 1.9005
H 0.6216 -1.8679 1.5920
H 1.6151 -1.1119 0.3661
H 1.1765 -0.1983 1.8102
H 3.0976 -1.5508 6.3681
H 4.2057 -2.9227 6.4658
H 2.5292 -3.2023 6.0607

And the Löwdin charges, in e, turn out to be: -0.091 -0.205 -0.027 -0.435 0.080 -0.103 -0.458 0.860 -0.515 -0.185 0.082 0.088 0.078 0.132 0.131 0.114 0.109 0.082 0.067 0.050 0.071 0.071 -0.036 -0.473 -0.135 -0.184 -0.136 -0.481 -0.049 -0.028 -0.037 -0.036 -0.042 0.069 0.084 0.081 0.124 0.126 0.101 0.115 0.125 0.125 0.081 0.088 0.060 0.081 0.087 0.065 0.091 0.085 0.064 -0.040 -0.479 -0.138 -0.184 -0.136 -0.479 -0.048 -0.022 -0.034 -0.039 -0.050 0.068 0.086 0.079 0.123 0.125 0.101 0.114 0.117 0.125 0.094 0.068 0.060 0.078 0.058 0.092 0.091 0.083 0.076

---

[4]
The following is a DFT calculation (wB97M-V/def2-TZVPD) of 2 unconnected molecules or ions with the total composition CH3PSi.

Results
Orbital gap in eV: 7.8
ΔE to the lowest compared entry with this formula, charge and spin in kcal per mole: 58.55
E_tot in hartree: -670.5696

Geometry (Å):
C 1.6770 -2.1803 1.0259
Si -1.4605 1.3699 -0.9933
P 0.8785 -1.1805 1.8959
H 2.4849 -2.6662 0.5400
H -1.7812 2.0839 -2.2508
H -1.7987 2.5731 -0.2177

And the Löwdin charges, in e, turn out to be: -0.551 0.544 0.645 -0.092 -0.271 -0.275

---

[5]
The following is a DFT calculation (wB97M-V/def2-TZVPD) of a molecular structure, C3H3AgLiO3.

Results
Spin multiplicity: 2
Orbital gap (alpha / beta) in eV: 8.8 / 10.0
ΔE to the lowest compared entry with this formula, charge and spin in kcal per mole: 72.88
E_tot in hartree: -495.5631
Charge: +2

Geometry (Å):
H -2.0775 0.7994 -2.1144
C -1.1219 0.4036 0.1705
C -0.6808 -1.0105 0.2174
O 0.7426 -0.9461 0.0458
C 1.1146 0.2933 0.0554
O -0.0187 1.1086 0.1798
O 2.2192 0.7496 0.0483
Ag 4.8879 0.3314 0.0609
H -1.1367 -1.5859 -0.6033
H -0.9205 -1.5056 1.1711
Li -3.0082 1.3622 0.7685

And the Löwdin charges, in e, turn out to be: 0.173 -0.077 -0.099 0.137 -0.516 0.101 0.153 0.962 0.164 0.172 0.831

---

[6]
The following is a DFT calculation (wB97M-V/def2-TZVPD) of 2 unconnected molecules or ions with the total composition C2H2O2S2.

Results
Orbital gap in eV: 8.0
ΔE to the lowest compared entry with this formula, charge and spin in kcal per mole: 39.52
E_tot in hartree: -1024.1996

Geometry (Å):
C 0.9396 0.5850 0.4738
C 1.9293 -0.1190 0.0551
O -2.4344 0.6728 -1.3536
O 0.0403 1.2213 0.8530
S -2.5078 0.2066 0.0146
S -2.6810 -1.6943 0.1783
H 2.9405 0.1479 0.2808
H 1.7735 -1.0203 -0.5019

And the Löwdin charges, in e, turn out to be: -0.285 0.020 -0.566 0.095 0.395 0.214 0.063 0.065